Formula: C8H6N4O2
Source: the OMol25 dataset
Level of theory: wB97M-V/def2-TZVPD

Properties
HOMO-LUMO gap (eV): 8.43
Energy relative to the best compared isomer or geometry (same formula, charge and spin) (eV): 0.000

CARTESIAN COORDINATES (ANGSTROEM)
O (-3.5047, 2.1744, 2.4074)
H (1.7897, -3.6412, -1.2740)
N (-2.6424, 0.7270, 0.2012)
H (0.2836, 1.8149, 1.0417)
C (-0.5781, 0.3212, -0.3245)
C (0.6330, -0.4106, -0.6246)
O (-1.4777, 3.0098, 2.6063)
N (-2.3314, 2.3401, 2.0737)
C (-1.8560, 1.5352, 1.0237)
C (1.7656, -2.5592, -1.1895)
H (-0.3120, -2.2973, -1.1150)
H (3.9047, -2.3857, -1.1572)
H (1.9924, 1.3030, -0.3647)
N (2.9945, -0.5460, -0.8616)
H (-3.7305, 0.6859, 0.3096)
C (2.9852, -1.8551, -1.0860)
C (0.6340, -1.7413, -0.9999)
C (1.8777, 0.1652, -0.6406)
N (-1.8204, -0.0381, -0.6340)
C (-0.6071, 1.3980, 0.6080)

Here are the Löwdin charges for atoms 1 to 2, given in e: 0.085 0.102